No. 1
66
Properties=species:S:1:pos:R:3:mulliken_charge:R:1 method="wB97M-V/def2-TZVPD" spin_multiplicity=1 de_lowest_kcal_mol=0.0 lumo_ev="-4.25 / -4.25" total_charge=+1 gap_ev="4.4 / 4.4"
H -0.99189 -4.28250 -0.75417 0.183
H 1.94673 -0.08112 5.39173 0.321
H -3.58123 0.49936 4.38358 0.393
H 4.06447 1.22496 4.30570 0.315
H -4.37157 -1.66934 3.41356 0.410
O -2.24118 0.56973 -0.26275 -0.504
H -0.39952 -4.89717 -2.31138 0.494
H -0.53760 5.04068 -0.53557 0.393
C -1.89143 2.96294 0.87403 -1.667
C 1.27982 -0.22013 1.53564 0.467
C -2.47779 -2.11943 2.47901 -0.661
C -1.90618 -0.73370 -5.45386 -0.625
H -0.45224 -2.32857 1.74613 0.265
C 0.26127 3.08585 -0.56219 0.366
H -2.34178 2.17722 1.49407 0.350
H 3.06383 -3.80919 -2.87509 0.352
H 3.05363 0.87354 0.77314 0.689
C -0.86371 2.37208 -0.01725 0.585
H 0.20053 0.24616 5.23540 0.566
H 2.12424 2.59136 -2.92017 0.379
C 1.19430 0.60892 4.98105 -1.237
C -2.90267 -0.12921 3.80657 -0.949
C -3.34647 -1.33969 3.25452 -0.553
O -0.54349 -0.95485 -5.24068 -0.466
C 3.52105 1.85456 3.58653 -1.588
N -1.03114 1.13887 -0.50732 0.196
C -1.58304 0.28079 3.62502 0.081
O 3.04758 -1.27060 -2.62321 -0.841
C 2.39917 0.65912 1.60473 -0.999
H -0.02386 1.40550 -3.49628 0.350
O 0.65551 0.70605 -3.41313 -0.615
H -2.81765 -3.03522 1.98872 0.406
C 2.45306 1.10788 2.89965 0.480
O -1.83517 -1.75564 -1.10829 -0.922
H -1.88114 -3.89379 -2.25316 0.282
C 1.99769 -3.84303 -3.12902 -1.464
O 0.82133 -0.94485 0.59009 -0.479
H 1.58453 -4.80690 -2.81152 0.436
H -1.44087 3.71963 1.52944 0.436
O 1.96926 3.12021 -2.11514 -0.518
H -2.69270 3.43965 0.28594 0.385
H 1.12057 4.92409 -1.21068 0.436
H 0.37287 -0.02043 -4.05962 0.314
H -2.09164 -0.40772 -0.64323 0.458
H -2.40002 -1.55489 -5.98412 0.322
N 1.05690 2.35407 -1.32697 0.233
N 1.31412 0.72093 3.53766 -0.033
C -0.08071 -2.81286 -2.00617 0.273
H -1.23132 1.24705 3.99885 0.693
H -2.39464 -0.59127 -4.46333 0.207
H 1.34018 1.60439 5.40556 0.389
N 1.85636 -1.52869 -2.27635 0.355
C -0.88004 -4.04374 -1.82619 -1.394
C -0.69702 -0.57240 2.96513 0.397
N -0.63092 -1.65443 -1.58485 0.449
C 0.43975 4.55276 -0.43692 -1.402
In 0.75889 0.14117 -1.31410 1.562
H 3.13184 2.72681 4.12331 0.355
H 4.24259 2.20341 2.83967 0.400
C -1.14870 -1.74338 2.34633 -0.251
C 1.26514 -2.73752 -2.46634 0.163
N 0.66055 -0.17688 2.74898 0.494
H 0.84260 4.82167 0.55168 0.312
H -0.19356 -1.42601 -6.02157 0.281
H -2.00875 0.16964 -6.06848 0.278
H 1.87133 -3.76592 -4.22232 0.220

No. 2
193
Properties=species:S:1:pos:R:3:mulliken_charge:R:1 method="wB97M-V/def2-TZVPD" spin_multiplicity=1 de_lowest_kcal_mol=59.8 lumo_ev=0.44 gap_ev=11.0
H 0.37662 8.01635 -3.78314 0.338
C -0.91677 9.04643 1.05813 -1.098
O 2.49883 -7.93352 -5.90927 -0.356
F 1.64595 -2.72839 0.36581 -0.239
H -3.22321 2.30752 5.73604 0.371
F -4.63436 4.80794 1.97555 -0.264
O -0.93011 -8.60256 0.63055 -0.573
H 0.40956 -4.25559 -2.57874 0.121
O -6.36840 4.37908 5.15313 -0.394
C 3.63876 2.24331 3.39690 -0.616
H 2.61961 -4.96870 -0.25822 -0.076
C -0.72862 0.96167 -2.20902 -0.540
O 3.64241 2.30698 -0.71928 -0.089
H -2.89191 -6.03183 -0.50662 0.323
O -4.30774 4.03904 5.58115 -0.412
O 2.33898 -0.02164 0.57549 -0.452
O -2.07914 -1.12653 -3.04888 -0.557
F -0.21530 -2.06203 -0.31005 -0.152
C -3.07672 3.34331 5.42479 -0.175
O 5.79414 1.73061 -4.64654 -0.263
O -0.43329 -1.76967 -4.31870 -0.246
H 3.24678 -9.24953 -7.19537 0.232
H 6.72001 3.53852 -4.64359 0.246
O -2.53172 -0.87464 3.07630 -0.105
H -0.79017 2.92648 2.41785 0.152
H -2.05465 8.35901 -4.97600 0.357
C -0.98204 -5.89358 0.53963 0.246
O -0.66015 -1.59367 3.38886 -0.014
C 1.09277 6.89791 3.63084 -0.573
C 0.60228 -9.93786 -1.19055 -0.824
C 5.99057 -4.08793 -1.78467 0.559
H -1.05404 2.42377 0.72441 0.126
C 2.42942 3.63795 6.64436 0.134
C 6.25398 2.84490 -5.33426 -0.815
H 3.92300 -2.17397 -3.21213 0.006
C -3.93920 -0.94721 3.21786 -0.583
C -6.20423 -3.72287 -0.43790 0.605
O -0.74825 6.94188 -2.36500 -0.133
H 1.94694 -1.36530 2.92825 -0.058
H -0.75187 -4.85682 0.30313 -0.201
C -1.73858 8.45528 -3.93997 -1.160
H 4.55229 0.51637 -1.05781 0.256
O -0.39777 -6.74384 -0.44419 0.061
H -3.05000 9.03050 0.85811 0.471
H -1.47917 -3.53567 -4.16406 0.255
C -2.19598 8.39565 0.61618 -0.020
C -5.30949 3.66510 4.82578 0.805
C 4.79370 1.10889 -5.17271 0.818
H 4.55928 -3.29833 0.38607 0.174
C -3.38363 5.09683 1.72375 1.014
H 7.81034 -4.82632 -3.42287 0.366
H -0.86266 10.11301 0.84392 0.447
H -2.38518 3.83731 6.08779 0.122
C 4.65725 -4.34453 0.08289 -0.212
H -4.70565 -3.94310 -2.61415 0.421
C 0.32331 -2.46223 3.75219 -0.094
H 5.36512 1.73046 -1.92961 0.457
H -6.96007 4.28732 2.53873 0.154
H 0.57104 3.78656 7.90509 0.249
H 1.20922 7.97390 3.71810 0.332
H 2.11302 -4.50911 -3.11256 0.252
H -8.93967 -6.40753 0.86283 0.325
H 1.20923 -10.17706 -2.06154 0.217
H 3.03798 -4.96110 1.43764 0.426
O -0.14657 5.75327 -0.73896 0.059
H -1.43204 9.49264 -3.76957 0.318
O 0.70634 -8.41480 -4.77682 -0.498
H -1.55303 1.30794 -2.84179 0.758
H -4.33495 0.06813 3.23210 0.007
H 0.16710 -3.07277 4.64615 0.504
O 1.73884 -6.50421 -4.55600 -0.246
C -7.88069 -4.52874 0.93778 -0.327
H 5.48189 -4.74030 0.68524 0.355
C 3.44088 -5.17169 0.45579 -0.856
H 4.16080 -2.73765 -4.81594 0.486
H 0.74183 2.24593 -3.02475 0.666
H -0.58410 6.70022 -4.40598 0.303
O -4.90998 -3.71976 -0.51759 -0.160
H -0.19414 2.92325 -1.72987 -0.235
C 1.28118 -0.44107 0.46939 -0.177
O -6.53047 -4.10075 0.76181 -0.234
H -3.24689 -3.45690 -1.68545 -0.034
C 1.74158 5.10046 4.97780 0.728
H 3.40817 3.29813 6.95508 0.407
C 1.65295 3.87167 7.92914 -1.359
H -2.19346 8.31368 -0.47526 -0.028
C -0.99591 -1.01372 -3.41627 0.683
H -0.55443 -6.16494 1.50632 0.349
H 3.25168 4.31080 2.90408 0.059
O 4.85114 -4.52197 -1.32724 -0.124
F 1.52229 -1.66416 -1.48153 0.183
O 4.67166 -0.01559 -4.52652 -0.243
H -7.97801 5.56639 3.25633 0.295
C 4.34991 1.44325 -1.62483 -0.632
C 0.85937 5.02632 0.03144 -0.321
H -7.74107 2.92029 4.59879 0.346
O 2.09273 6.26457 4.43958 -0.416
H -7.22364 -6.48281 0.46503 0.300
H -0.36956 -10.41078 -1.24556 0.365
H 2.09082 -9.96315 -6.10569 0.300
H -8.33510 4.47623 5.23151 0.291
C 1.54181 -7.68809 -5.06183 0.663
C 3.45204 -0.70322 -4.74719 -0.104
H -7.71966 -6.38410 2.11980 0.290
H -1.68515 1.43478 2.10640 0.298
H 1.87657 2.86708 6.11226 0.019
O -4.10855 6.65800 0.14795 -0.490
C -7.80172 4.49707 3.19745 -0.829
H 2.03393 3.21110 8.71180 0.409
C -7.95960 -6.00839 1.12369 -1.057
H -0.79295 -3.17173 -5.78179 0.217
O 2.65343 4.81037 5.89335 -0.349
H 4.80254 3.77358 2.45112 0.448
H -2.60486 8.33513 -3.29108 0.255
H 3.63694 -6.20683 0.16016 0.382
C 1.63765 -1.70616 3.93032 -0.794
H 1.54180 -0.77064 4.48784 0.205
O -2.35923 -2.90728 3.80198 -0.578
C 0.32039 2.00942 -2.04571 0.002
H 0.58992 5.09292 1.08423 -0.192
H -0.81325 8.98718 2.15025 0.236
H -8.62312 3.94372 2.74291 0.324
H 0.77944 -3.99737 -4.25809 0.046
C 4.26769 2.71537 0.33996 0.516
H 1.90774 4.87204 8.30765 0.334
F -2.68267 5.20847 2.85028 -0.173
H 1.27861 6.62513 2.59059 0.191
H -0.20867 -6.15406 -4.15762 0.464
H 7.55410 -3.16653 -3.87520 0.301
C -0.88718 2.07535 1.73922 -0.921
H 1.53265 -8.87704 -7.44377 0.305
C -4.31997 -3.35793 -1.78064 -0.636
H 6.99847 2.60570 -6.09889 0.282
H -2.88193 -5.07490 0.98991 0.390
O 0.78785 4.46172 4.66216 -0.331
H 1.12818 1.82953 -1.33605 -0.443
O 0.26208 0.18573 0.87005 0.340
C 3.48427 -2.12736 -4.21118 -0.491
H 4.15375 1.39906 2.94750 0.444
H 3.15403 -0.75405 -5.79229 0.432
H -4.13509 -1.48910 4.13686 0.412
C 0.20060 6.15509 -1.93906 0.510
C 0.72813 -6.00270 -3.62513 -0.373
H 1.19290 -10.35892 -0.36829 0.309
H 1.20237 2.00074 1.35446 -1.000
C -0.30835 -8.02738 -0.19991 0.471
H 0.79974 -6.59548 -2.72030 0.011
H 3.77970 1.25631 -2.52001 0.007
C 7.07880 -4.15505 -3.86830 -0.852
O 5.91594 -4.10879 -3.08306 -0.120
O -0.14902 -0.12499 -3.00862 -0.130
O -6.93545 -3.40690 -1.26750 -0.548
C -2.49329 -5.97531 0.51478 -1.429
H 2.60098 2.02955 3.62761 -0.194
H 0.69052 0.95778 2.74545 0.246
H 0.80007 3.97155 -0.24116 -0.214
C 3.75948 3.43721 2.49650 -0.263
C -3.28994 6.37562 0.88504 0.011
H 2.64662 -0.21527 -4.18448 -0.060
H -8.28514 -3.93276 1.76044 0.332
H -4.55372 -2.30897 -1.99130 0.384
O 3.34702 3.12934 1.17670 -0.202
C 1.06923 -4.57914 -3.38715 -0.140
H -1.19751 0.65996 -1.27177 0.085
H 2.46735 -2.31093 4.27657 0.523
H -2.79358 3.35498 4.38016 -0.085
C -7.60665 3.99954 4.58961 -0.264
H 5.41581 3.33177 -5.83910 0.383
O 1.17227 5.86658 -2.51260 -0.581
O 4.15350 1.48385 -6.09185 -0.572
O 0.51119 -8.54313 -1.10903 -0.228
C -0.58405 7.51192 -3.67144 -0.280
F -2.84733 4.05385 1.06210 -0.260
C -1.90644 -1.89644 3.47940 0.599
H 0.56891 -3.21694 2.99179 -0.034
H 6.82689 -4.38775 -4.89130 0.239
C -1.27499 -2.76135 -4.90594 -0.805
H -8.46750 -4.17791 0.08475 0.345
H -4.42095 -1.39813 2.35152 0.220
O -2.22676 7.06582 1.17237 -0.060
H 2.46550 -2.48065 -4.23854 -0.041
H -2.22833 -2.32285 -5.20175 0.400
H 1.86911 5.39749 -0.13313 0.535
H 4.09063 2.46512 4.36873 0.407
H -0.03597 8.55858 0.63775 0.200
O -5.24599 2.80687 4.00487 -0.510
O 5.42332 2.59079 0.54419 -0.630
C 0.43295 1.33257 1.75515 0.745
O 6.87671 -3.76020 -1.15192 -0.506
C 2.29487 -9.07502 -6.69745 -0.721
H -2.91537 -6.89038 0.93350 0.441
C 1.05149 -1.74541 -0.26509 0.553
H 0.09173 6.61763 3.93891 0.321

| no. | electronic energy (Ha) |
| --- | --- |
| 1 | -1826.2062 |
| 2 | -5423.2889 |